# 1
C28H69N2O8 | ωB97M-V/def2-TZVPD

The geometry in XYZ format:
```
107
Properties=species:S:1:pos:R:3:forces:R:3
C 0.7703 -1.1439 -0.3468 -0.27 -1.27 0.35
O 0.3970 -0.1266 -1.3131 0.28 0.68 1.39
C 0.5786 1.2156 -0.7902 -0.08 0.93 -0.08
C -0.5360 1.6366 0.3126 0.90 0.73 -0.20
C -1.8627 2.1868 -0.4226 -0.32 -0.24 0.00
C -3.0462 1.1166 -0.5281 -1.48 0.05 0.55
N -4.2258 1.3129 0.3044 0.93 -4.11 -3.80
C -5.1933 0.2181 -0.0116 4.07 -1.39 -3.08
C -4.4769 -0.6510 -1.0661 -1.48 3.02 2.91
N -3.1797 -0.0604 -1.3713 -2.80 2.83 3.95
H 1.8165 -1.5872 -0.5784 -1.71 0.83 0.32
H -0.0265 -1.9849 -0.4414 1.48 1.26 0.12
H 0.7477 -0.7864 0.7422 0.16 -0.29 -1.63
H 0.4667 1.9265 -1.7020 0.14 -1.22 1.53
H 1.6453 1.4132 -0.3910 -1.71 -0.62 -0.42
H -0.7289 0.8296 1.1012 0.12 0.97 -1.33
H -0.0870 2.5401 0.8833 -0.86 -1.59 -1.09
H -1.5937 2.5857 -1.4791 -0.54 -0.84 1.74
H -2.2594 3.1015 0.1726 0.37 -1.71 -1.03
H -4.3776 2.0735 0.9914 0.40 -0.73 -0.88
H -6.2225 0.0432 0.4472 1.90 0.51 -0.64
H -4.9190 -1.5934 -1.5278 1.06 1.60 0.59
H -2.4568 -0.3876 -2.0396 -0.60 0.37 0.79
C -0.1315 -0.5892 4.8487 -0.31 0.10 -0.08
C 0.6648 -1.2909 3.7594 0.36 0.08 0.78
C 1.6525 -2.2851 4.3478 -0.02 -0.21 -0.27
O 1.3723 -0.3192 2.9888 -0.10 0.18 -0.38
H 0.5299 -0.0249 5.5140 0.04 -0.16 -0.01
H -0.8295 0.1310 4.4113 0.00 -0.09 0.02
H -0.6988 -1.3066 5.4472 0.06 0.08 -0.01
H -0.0189 -1.8102 3.0808 0.11 0.16 -0.13
H 2.3765 -1.7805 4.9958 -0.13 0.00 0.04
H 2.2251 -2.7723 3.5547 -0.09 0.00 0.14
H 1.1389 -3.0538 4.9311 0.08 0.05 -0.01
H 1.9800 0.1460 3.5802 -0.12 -0.14 -0.11
C 2.0683 5.9634 -1.3255 0.23 -0.06 -0.21
C 0.8741 5.0342 -1.1791 0.09 0.62 0.43
C -0.4145 5.8162 -0.9785 -0.22 -0.02 -0.12
O 1.0815 4.1682 -0.0641 0.01 -0.15 0.01
H 2.2018 6.5724 -0.4255 -0.15 0.00 -0.05
H 2.9887 5.3880 -1.4572 -0.12 0.03 -0.05
H 1.9470 6.6301 -2.1832 0.03 -0.02 0.08
H 0.7872 4.4041 -2.0696 0.05 -0.12 0.16
H -0.3667 6.4200 -0.0666 0.11 -0.01 -0.08
H -1.2633 5.1357 -0.8629 0.04 0.05 -0.08
H -0.6101 6.4785 -1.8258 -0.02 -0.04 0.08
H 1.1599 4.7182 0.7306 -0.02 0.00 -0.09
C 0.9816 8.3095 3.7593 0.30 0.09 -0.06
C 0.2318 7.5684 2.6638 -0.31 0.17 0.68
C -1.2584 7.8667 2.7128 -0.16 0.00 -0.26
O 0.4395 6.1634 2.8147 0.12 -0.34 -0.35
H 0.6281 8.0046 4.7496 -0.12 0.06 -0.09
H 2.0491 8.0765 3.7192 -0.10 0.06 -0.07
H 0.8557 9.3908 3.6617 0.01 -0.09 0.05
H 0.6319 7.8542 1.6865 0.04 -0.23 0.05
H -1.6897 7.5465 3.6669 0.12 0.11 0.03
H -1.7861 7.3181 1.9272 0.07 0.09 0.00
H -1.4516 8.9347 2.5836 -0.02 -0.09 0.04
H 0.0887 5.9011 3.6769 0.11 0.09 -0.17
C -7.1924 3.7647 -0.1324 0.16 0.40 0.09
C -7.9928 3.5595 -1.4088 0.05 -0.65 0.33
C -9.1937 2.6578 -1.1707 -0.27 0.09 -0.13
O -7.1541 2.9781 -2.4054 0.18 0.14 -0.19
H -6.8013 2.8124 0.2432 -0.22 -0.10 0.00
H -6.3263 4.4053 -0.3221 -0.13 0.04 -0.02
H -7.8041 4.2259 0.6473 0.09 -0.08 -0.01
H -8.3298 4.5270 -1.7905 0.17 -0.13 -0.12
H -8.8765 1.6660 -0.8306 0.06 0.08 0.10
H -9.7525 2.5099 -2.0985 0.05 0.09 0.10
H -9.8659 3.0848 -0.4219 0.03 -0.08 -0.05
H -6.8508 2.1206 -2.0766 -0.15 0.16 -0.07
C 4.8906 -3.6551 -2.0240 0.29 0.13 -0.04
C 4.1364 -4.3978 -3.1155 -0.28 -0.03 0.64
C 2.6476 -4.0917 -3.0653 -0.19 0.05 -0.26
O 4.3373 -5.8006 -2.9597 0.08 -0.12 -0.21
H 4.5369 -3.9541 -1.0318 -0.13 0.03 -0.08
H 5.9572 -3.8927 -2.0641 -0.10 0.05 -0.06
H 4.7690 -2.5732 -2.1265 0.02 -0.05 0.04
H 4.5363 -4.1184 -4.0942 0.02 -0.24 0.06
H 2.2155 -4.4057 -2.1091 0.10 0.07 0.03
H 2.1159 -4.6408 -3.8473 0.08 0.07 0.04
H 2.4598 -3.0226 -3.1988 -0.02 -0.05 0.03
H 3.9865 -6.0580 -2.0959 0.08 0.08 -0.17
C 6.7786 -4.5737 3.6906 0.11 -0.12 0.26
C 5.3117 -4.7177 3.3175 0.45 0.37 -0.40
C 5.1348 -4.8765 1.8158 -0.21 -0.18 -0.14
O 4.5944 -3.5662 3.7580 -0.25 0.02 0.17
H 7.2155 -3.6856 3.2223 -0.06 -0.09 -0.11
H 6.8894 -4.4483 4.7712 -0.04 -0.09 -0.10
H 7.3530 -5.4502 3.3796 0.00 0.09 0.02
H 4.8853 -5.5835 3.8319 -0.11 0.22 0.05
H 5.5143 -3.9983 1.2829 0.13 -0.06 0.09
H 4.0746 -4.9669 1.5615 0.07 -0.06 0.07
H 5.6596 -5.7619 1.4475 -0.02 0.09 -0.02
H 4.9643 -2.7939 3.3080 -0.01 -0.20 0.08
C 1.2458 -7.5548 -4.7878 0.18 -0.08 0.26
C -0.2308 -7.7747 -4.4995 0.22 0.28 -0.67
C -0.9835 -8.1934 -5.7526 -0.26 -0.20 0.03
O -0.7981 -6.5699 -3.9860 -0.16 0.13 0.32
H 1.3858 -6.7569 -5.5247 -0.08 -0.11 -0.07
H 1.7718 -7.2432 -3.8811 -0.02 -0.10 -0.08
H 1.7141 -8.4664 -5.1679 0.00 0.10 0.00
H -0.3445 -8.5424 -3.7290 -0.09 0.23 0.06
H -0.9212 -7.4178 -6.5231 0.15 -0.04 0.04
H -2.0452 -8.3365 -5.5332 0.12 -0.05 0.02
H -0.5823 -9.1243 -6.1617 -0.04 0.09 -0.01
H -0.7020 -5.8847 -4.6615 0.02 -0.21 0.09
```
Forces are in eV/Å.

2S+1	1
net charge	+1
gap between HOMO and LUMO	0.311	hartree

***

# 2
C28H70Br2O10 | ωB97M-V/def2-TZVPD

The geometry in XYZ format:
```
110
Properties=species:S:1:pos:R:3:forces:R:3
C 0.3433 4.5954 -23.5923 -0.37 -0.01 0.83
C -0.2673 5.4211 -24.5276 1.18 -0.13 -0.33
C -0.1255 5.1169 -25.8796 -0.30 0.28 0.08
C 0.5255 3.9551 -26.2854 0.18 0.32 0.29
C 1.0857 3.1273 -25.3217 0.02 -0.11 0.12
C 1.0125 3.4413 -23.9650 -0.23 -0.28 -0.84
H 0.2566 4.8364 -22.5351 0.17 -0.02 -0.05
H -0.6458 6.3875 -24.2188 -0.37 -0.12 -0.03
H -0.5200 5.8371 -26.5870 0.03 -0.20 -0.23
H 0.6860 3.7393 -27.3325 -0.20 -0.02 -0.06
H 1.6024 2.2215 -25.6151 0.01 0.03 -0.08
H 1.4623 2.7414 -23.2736 0.04 0.35 0.34
Br -3.6308 -2.6096 -17.2230 -0.30 -0.03 -0.27
C -2.7445 -2.8636 -18.9668 0.39 -0.02 1.11
C -1.9529 -1.6167 -19.2217 -0.19 0.56 -0.40
Br -0.6826 -1.9771 -20.6609 -0.21 -0.13 0.23
H -3.4764 -3.1307 -19.7175 -0.05 0.09 -0.02
H -2.0677 -3.6802 -18.7399 -0.09 -0.17 -0.34
H -1.4265 -1.2801 -18.3331 0.33 -0.28 -0.10
H -2.5483 -0.7686 -19.5535 -0.17 -0.17 -0.04
C -3.4298 0.7787 -14.6752 0.72 -0.39 0.08
C -2.6910 2.1152 -14.6751 -0.76 -0.88 -0.37
O -2.7459 2.6747 -15.9879 0.03 0.79 0.43
H -3.0360 0.0631 -15.4039 0.06 0.31 -0.19
H -4.4995 0.8720 -14.8524 -0.01 0.15 0.10
H -3.2338 0.2991 -13.7113 -0.36 0.08 0.09
H -1.6442 1.9609 -14.3955 -0.34 0.07 0.28
H -3.2161 2.7302 -13.9358 0.33 0.36 -0.10
H -2.2883 3.5447 -15.9248 -0.17 -0.49 -0.12
C -2.9234 8.9705 -17.5238 -0.24 0.04 -1.54
C -3.6573 7.6257 -17.6513 0.90 0.56 0.90
O -2.7324 6.5525 -17.7421 0.31 -0.39 0.27
H -2.6291 9.3317 -18.5164 0.27 -0.10 0.08
H -2.0257 8.8721 -16.9186 -0.13 0.02 0.23
H -3.5958 9.7477 -17.1601 0.04 -0.11 0.38
H -4.3218 7.5678 -18.5080 -0.36 0.23 0.18
H -4.1388 7.5581 -16.6733 -0.64 -0.62 -0.34
H -2.7321 6.1267 -18.6153 -0.20 0.38 -0.26
C 1.9057 -0.3852 -22.1316 -0.88 0.45 -1.27
C 1.1571 0.7672 -21.4690 1.31 -0.74 0.71
O 2.1835 1.6745 -21.1231 -0.14 0.73 -0.03
H 2.3151 0.0184 -23.0640 0.22 -0.03 0.08
H 1.1929 -1.1414 -22.4691 0.25 -0.26 0.25
H 2.7357 -0.7896 -21.5619 -0.22 -0.03 0.33
H 0.6919 0.4206 -20.5415 -0.37 0.06 -0.20
H 0.4145 1.1968 -22.1506 -0.04 -0.05 0.05
H 1.7862 2.4525 -20.6893 0.24 0.01 -0.12
C -5.6786 2.9427 -19.7871 0.07 0.69 -0.79
C -5.1325 1.8888 -18.8509 -0.54 -0.61 -0.06
O -4.4566 0.8381 -19.5582 -0.32 -0.08 -0.19
H -5.0490 3.0769 -20.6736 0.13 -0.01 0.22
H -5.7770 3.9328 -19.3362 0.04 -0.10 0.22
H -6.6637 2.7025 -20.1974 -0.01 -0.25 0.23
H -6.0024 1.4686 -18.3311 0.34 -0.06 0.36
H -4.3893 2.2343 -18.1344 -0.39 0.23 0.08
H -5.0359 0.5432 -20.2704 0.05 -0.04 0.06
C -2.1300 2.9402 -21.0719 0.48 -0.17 0.78
C -2.3953 3.0729 -19.5766 -0.47 0.39 0.16
O -1.2964 3.5789 -18.8051 -0.09 -0.47 -0.60
H -3.0846 2.7017 -21.5390 0.06 0.17 -0.21
H -1.4500 2.1147 -21.2865 0.03 -0.03 0.06
H -1.6726 3.8416 -21.4825 -0.20 0.04 -0.06
H -2.7639 2.1232 -19.1809 0.56 0.11 -0.09
H -3.1976 3.8031 -19.4193 -0.14 -0.17 -0.21
H -1.6162 3.6317 -17.8919 0.61 0.02 -0.10
C 3.0864 5.1678 -19.5543 0.35 0.17 0.30
C 1.5980 5.2911 -19.7868 0.48 -0.50 0.11
O 1.0763 4.0290 -20.1971 -0.75 -0.01 0.13
H 3.6427 4.9447 -20.4648 -0.11 0.12 -0.10
H 3.3479 4.3878 -18.8367 -0.32 -0.11 0.02
H 3.4586 6.0985 -19.1156 0.08 0.06 -0.23
H 1.3766 6.0483 -20.5449 0.36 -0.19 0.02
H 1.1091 5.6076 -18.8601 0.04 -0.22 -0.66
H 0.2343 3.8484 -19.7186 0.42 0.17 -0.07
C -0.8512 7.1242 -20.5575 0.06 -0.87 0.16
C -2.0671 6.6829 -21.3440 -0.87 1.53 0.00
O -3.0097 6.0777 -20.4485 0.29 -0.57 -0.05
H -0.0548 7.5707 -21.1525 -0.20 -0.03 -0.31
H -0.4459 6.2133 -20.1035 -0.25 0.46 0.08
H -1.0905 7.8340 -19.7668 -0.24 -0.06 0.01
H -1.8474 6.0543 -22.2088 0.20 -0.18 0.29
H -2.6013 7.5691 -21.7204 0.31 -0.03 -0.32
H -3.5247 5.4175 -20.9329 -0.14 0.21 -0.01
C -3.5698 4.5940 -24.0677 0.60 -0.28 0.00
C -4.6282 5.6446 -23.8333 -0.73 -0.85 1.03
O -5.2731 5.3415 -22.5618 0.12 -0.35 -0.18
H -3.0371 4.7256 -25.0097 0.06 0.37 0.07
H -3.9428 3.5688 -24.1309 -0.59 0.21 0.12
H -2.8329 4.5525 -23.2629 0.01 0.25 -0.14
H -5.3899 5.5393 -24.6081 0.11 0.50 -0.19
H -4.2815 6.6651 -23.6728 0.43 0.02 -0.88
H -6.0918 5.8441 -22.5381 -0.01 0.00 0.16
C 0.3561 2.0928 -15.6397 -0.13 0.42 -0.22
C 1.4645 2.5814 -16.5691 -0.99 -0.68 -0.45
O 2.6836 2.7520 -15.8967 0.63 0.54 0.04
H 0.2257 2.7530 -14.7829 0.41 -0.02 0.22
H 0.5831 1.0781 -15.3094 0.03 0.01 0.21
H -0.6410 2.0818 -16.0882 0.46 -0.15 -0.51
H 1.2416 3.5213 -17.0763 -0.11 0.19 0.42
H 1.5001 1.8711 -17.4072 0.47 -0.11 0.09
H 3.0360 1.9370 -15.5329 -0.28 -0.23 -0.12
C 0.6396 6.5870 -16.6549 0.17 -0.47 -1.04
C -0.0791 5.6455 -15.7134 -1.05 1.64 0.51
O -1.0941 4.9069 -16.3952 0.24 -0.48 0.20
H 1.1698 5.9937 -17.4106 0.34 0.18 0.94
H 1.3304 7.2754 -16.1723 0.00 -0.08 0.14
H -0.0467 7.1411 -17.3008 -0.30 0.24 0.46
H -0.6184 6.2395 -14.9598 0.25 0.08 0.08
H 0.6312 5.0602 -15.1361 -0.17 -0.74 -0.42
H -1.7521 5.5432 -16.7640 0.41 0.08 0.14
```
Forces are in eV/Å.

SMILES	c1ccccc1.BrCCBr.CCO.CCO.CCO.CCO.CCO.CCO.CCO.CCO.CCO.CCO
2S+1	1
net charge	0
gap between HOMO and LUMO	0.352	hartree
energy relative to the best compared isomer or geometry (same formula, charge and spin)	0.0	kJ/mol

***

- Number 2 is which compound?
  C28H70Br2O10

***

- The highest net charge belongs to which entry?
  C28H69N2O8

***

- Number 2 is which compound?
  C28H70Br2O10